Record 1
{"formula": "C20H59Fe2N19O12", "method": "ωB97M-V/def2-TZVPD", "species": ["Fe", "Fe", "O", "C", "C", "O", "H", "H", "H", "H", "C", "C", "C", "C", "C", "C", "N", "O", "C", "C", "C", "H", "H", "H", "H", "H", "H", "H", "H", "H", "H", "H", "H", "H", "H", "H", "H", "H", "H", "H", "C", "O", "N", "N", "H", "H", "H", "H", "C", "O", "N", "N", "H", "H", "H", "H", "C", "O", "N", "N", "H", "H", "H", "H", "C", "O", "N", "N", "H", "H", "H", "H", "C", "O", "N", "N", "H", "H", "H", "H", "C", "O", "N", "N", "H", "H", "H", "H", "C", "O", "N", "N", "H", "H", "H", "H", "C", "O", "N", "N", "H", "H", "H", "H", "C", "O", "N", "N", "H", "H", "H", "H"], "coordinates": [[4.00075, 4.39595, -0.05678], [0.76440, 3.32354, 1.75493], [2.20731, 3.20764, 0.12471], [1.84869, 1.94566, -0.42093], [1.20283, 0.81472, 0.46496], [0.14673, 1.28903, 1.32336], [2.70637, 1.56968, -0.97872], [1.14109, 2.14094, -1.22671], [1.86466, 0.35699, 1.20020], [0.81161, -0.03007, -0.10193], [-0.91194, -1.90431, -2.11559], [-2.00461, -2.90236, -2.69112], [-1.20718, -4.05615, -3.30105], [-0.63965, -4.98560, -2.35486], [-1.62513, -5.45575, -1.23772], [-2.52132, -4.33243, -0.67617], [-2.97674, -3.46651, -1.77647], [-4.01345, -2.58690, -1.39044], [-3.80061, -5.12839, -0.24844], [-1.97225, -3.69130, 0.58185], [-2.71813, -2.17220, -3.82819], [-1.24606, -1.11083, -1.44712], [-0.36267, -1.46562, -2.94864], [-0.17214, -2.42432, -1.50700], [-2.04733, -4.57361, -3.76414], [-0.52860, -3.95350, -4.14787], [0.34528, -4.59915, -2.09283], [-0.13892, -5.84246, -2.80557], [-1.02451, -5.97040, -0.48773], [-2.20342, -6.30981, -1.59024], [-4.32426, -5.64012, -1.05592], [-3.63989, -5.93784, 0.46364], [-4.59368, -4.47785, 0.12026], [-2.23350, -4.37190, 1.39218], [-0.93829, -3.36101, 0.48215], [-2.44691, -2.76314, 0.90017], [-3.58843, -1.54453, -3.63655], [-3.34034, -2.84026, -4.42370], [-2.07452, -1.60308, -4.49899], [-3.55997, -1.96496, -0.81673], [-0.36454, -1.65580, 4.08530], [0.28488, -2.65780, 4.46846], [-0.36961, -1.20754, 2.86303], [-1.12145, -1.01623, 4.87122], [0.38067, -1.55606, 2.28362], [-0.67950, -0.26373, 2.68062], [-1.74854, -0.33694, 4.46449], [-1.24426, -1.32114, 5.82623], [3.48577, -2.71591, 3.28872], [2.47363, -3.20250, 2.87706], [4.17792, -1.84333, 2.57240], [3.94546, -2.98219, 4.48185], [3.73085, -1.55673, 1.71328], [5.15815, -1.69271, 2.76361], [3.91058, -3.97889, 4.64144], [4.87048, -2.60694, 4.63557], [-1.32208, 1.63995, -3.97432], [-2.16912, 1.41663, -3.06521], [-1.73904, 1.92411, -5.22262], [-0.00642, 1.68543, -3.82301], [-0.98776, 2.22824, -5.82528], [-2.63272, 1.63098, -5.59072], [0.39815, 1.55618, -2.90665], [0.60698, 1.75391, -4.62248], [-1.21328, 5.10591, -0.21081], [-0.63144, 4.35713, 0.56381], [-1.87795, 6.10442, 0.21325], [-1.11728, 5.12457, -1.47860], [-2.29436, 6.71438, -0.47570], [-1.92067, 6.37136, 1.18640], [-0.52901, 4.34997, -1.75068], [-1.75675, 5.68393, -2.02475], [2.58125, 2.04386, 4.27632], [2.05469, 2.58792, 3.28171], [2.85972, 0.78054, 4.41762], [3.09940, 2.65624, 5.24547], [3.21407, 0.47998, 5.31440], [2.72453, 0.15713, 3.63456], [3.47045, 3.58965, 5.13980], [3.66584, 2.09779, 5.86786], [3.53767, -1.51519, -1.23477], [3.79464, -1.10759, -0.03866], [4.23523, -1.37264, -2.33935], [2.50862, -2.16754, -1.60845], [4.94595, -0.67934, -2.15416], [3.96593, -1.85396, -3.18546], [2.44522, -2.36595, -2.59674], [1.73376, -2.19974, -0.96143], [2.56977, 4.59383, -4.53367], [1.90732, 4.50838, -5.53656], [2.04511, 4.27894, -3.38963], [3.69421, 5.23323, -4.44980], [2.49370, 4.26734, -2.48480], [1.12137, 3.87059, -3.38214], [4.10467, 5.67186, -5.26172], [4.13245, 5.16497, -3.54239], [-3.27552, 0.28563, 0.18746], [-4.38143, -0.12593, -0.13765], [-2.49351, -0.36523, 0.84792], [-2.94688, 1.49055, -0.07887], [-2.48675, -1.35902, 1.02807], [-1.58585, 0.06489, 0.95391], [-2.12890, 1.90925, 0.34027], [-3.33967, 2.01542, -0.84721], [-1.41099, 3.14203, 4.14966], [-0.81866, 3.65947, 3.20239], [-0.84420, 1.99024, 4.55498], [-2.47273, 3.45809, 4.82604], [-0.17351, 1.60193, 3.90730], [-1.24127, 1.47643, 5.32856], [-2.68690, 2.94076, 5.66664], [-2.50182, 4.46475, 4.90274]], "s_squared": 20.30, "charge": 2, "e_tot_ha": -5267.5711, "multiplicity": 9, "max_force_ev_per_a": 11.32, "homo_energy_ev": [-12.29, -12.29]}

Record 2
{"formula": "C20H59N5O7", "method": "ωB97M-V/def2-TZVPD", "species": ["O", "H", "H", "O", "H", "H", "C", "C", "C", "O", "C", "N", "H", "H", "H", "H", "H", "H", "H", "H", "H", "H", "H", "C", "C", "C", "O", "C", "N", "H", "H", "H", "H", "H", "H", "H", "H", "H", "H", "H", "C", "C", "C", "O", "C", "N", "H", "H", "H", "H", "H", "H", "H", "H", "H", "H", "H", "C", "C", "C", "O", "C", "N", "H", "H", "H", "H", "H", "H", "H", "H", "H", "H", "H", "C", "C", "C", "O", "C", "N", "H", "H", "H", "H", "H", "H", "H", "H", "H", "H", "H"], "coordinates": [[-12.38310, -6.41511, 14.33529], [-13.21593, -6.01778, 14.35470], [-11.99233, -5.87881, 15.07043], [-13.41805, -8.83192, 16.31008], [-13.61068, -8.68781, 15.35464], [-12.47438, -8.76411, 16.44423], [-12.76885, -4.01211, 18.61026], [-12.56033, -5.33191, 17.83529], [-11.08583, -5.77582, 17.83216], [-10.58821, -5.29123, 16.61855], [-9.17931, -5.47810, 16.53560], [-13.35673, -6.39200, 18.55275], [-12.57487, -4.13423, 19.66405], [-13.85632, -3.63196, 18.51625], [-12.12308, -3.18375, 18.28497], [-12.89357, -5.19442, 16.81348], [-11.06751, -6.88220, 17.81132], [-10.51641, -5.38543, 18.67439], [-8.90439, -6.41238, 17.03133], [-8.65436, -4.61290, 16.98032], [-8.88368, -5.62427, 15.52407], [-14.27364, -6.08290, 18.89052], [-13.47640, -7.22854, 17.98940], [-19.94470, -10.73577, 16.12190], [-19.11751, -11.66819, 15.14023], [-17.92266, -12.11243, 16.01343], [-17.18576, -10.95324, 16.26561], [-16.08925, -11.04286, 17.14522], [-19.82747, -12.73305, 14.53370], [-20.18868, -11.24057, 17.04562], [-20.77018, -10.30178, 15.56397], [-19.32765, -9.82823, 16.31029], [-18.69468, -11.04134, 14.38441], [-17.30452, -12.89971, 15.50012], [-18.24172, -12.61779, 16.91343], [-16.33493, -11.80803, 17.91824], [-15.90663, -10.07597, 17.57531], [-15.22876, -11.31554, 16.58140], [-20.64280, -12.35823, 14.05307], [-20.23091, -13.45982, 15.18050], [-16.98331, -8.87681, 11.00015], [-16.64057, -9.51825, 12.34057], [-15.11759, -9.51766, 12.42908], [-14.62281, -9.79626, 13.74057], [-14.39693, -11.14917, 14.10755], [-17.15102, -8.71411, 13.49876], [-17.94359, -8.93343, 10.66109], [-16.41368, -9.14058, 10.17637], [-16.71077, -7.79149, 11.12177], [-16.99402, -10.57965, 12.40644], [-14.86313, -8.53807, 12.22970], [-14.70349, -10.22734, 11.69335], [-13.98378, -11.67689, 13.27933], [-15.31646, -11.68701, 14.39638], [-13.78973, -11.13644, 14.97288], [-17.19152, -9.40028, 14.27024], [-18.14891, -8.47295, 13.32212], [-8.78091, -10.23157, 14.86689], [-9.98782, -9.24942, 14.79342], [-11.18316, -10.13481, 14.40349], [-11.20293, -10.63715, 13.04304], [-11.66035, -9.80881, 11.96959], [-10.31579, -8.64794, 16.07414], [-8.58578, -10.66027, 13.88775], [-9.03479, -11.01781, 15.60932], [-7.89036, -9.59207, 15.10613], [-9.85934, -8.50479, 13.92329], [-12.11682, -9.61396, 14.60773], [-11.16624, -11.01414, 15.09723], [-10.81295, -9.29874, 11.54180], [-12.45405, -9.12533, 12.28067], [-12.17405, -10.39058, 11.26947], [-9.52614, -8.64545, 16.69701], [-10.42335, -7.58428, 16.00710], [-16.17944, -3.80771, 11.65947], [-15.89182, -5.30560, 11.91928], [-14.62893, -5.71962, 11.13045], [-14.96261, -5.77698, 9.73086], [-13.86058, -6.08862, 8.93174], [-15.71246, -5.66063, 13.31892], [-15.36285, -3.13604, 11.93786], [-17.00807, -3.50491, 12.27644], [-16.35849, -3.57824, 10.66187], [-16.68017, -5.90840, 11.43230], [-14.20478, -6.70472, 11.53045], [-13.83365, -4.96096, 11.27309], [-14.13977, -6.27772, 7.88405], [-13.33207, -6.95137, 9.35822], [-13.08051, -5.31766, 8.89976], [-16.17744, -5.09538, 14.02311], [-16.03647, -6.63654, 13.54733]], "relative_energy_kj_mol": 151.9, "e_tot_ha": -1597.7160, "smiles": "COC[C@H](C)N.COC[C@H](C)N.COC[C@H](C)N.COC[C@H](C)N.COC[C@H](C)N.O.O", "max_force_ev_per_a": 3.77, "homo_energy_ev": -8.99}